[1]
C4H12O | ωB97M-V with the def2-TZVPD basis set

Structure (XYZ):
```
17
Properties=species:S:1:pos:R:3:forces:R:3
C 1.11515 0.69202 -1.32879 1.6 1.0 -1.7
C 1.89639 -0.50514 -0.73120 -0.4 0.4 -2.1
C 2.48762 -0.16519 0.62192 -2.3 4.9 -2.7
H 1.21832 1.50796 -0.58746 -0.2 0.1 -1.0
H 0.08232 0.55867 -1.56987 -0.9 -0.6 0.6
H 1.45900 0.96308 -2.40426 0.1 0.1 2.0
H 1.11523 -1.23697 -0.73085 0.1 -1.3 0.5
H 2.72171 -0.85891 -1.46593 -1.3 0.6 1.3
H 2.72699 0.99021 0.47490 1.5 -2.6 0.6
H 1.80268 -0.01557 1.39950 -1.7 -0.4 1.0
H 3.02276 -0.97995 0.82884 3.6 -2.2 1.5
C -2.10125 0.29896 1.00997 0.5 0.8 -6.2
O -3.22381 -0.45505 0.49452 -0.2 0.8 5.7
H -2.13573 0.26105 2.06010 -0.1 0.3 1.1
H -2.20028 1.36479 0.42422 0.5 -2.0 2.3
H -1.12734 -0.14766 0.55045 -1.4 0.7 1.3
H -3.28262 -0.69024 -0.36714 0.7 -0.6 -4.1
```
Forces are in eV/Å.

Computed properties:
multiplicity = 1
ΔE to the lowest compared entry with this formula, charge and spin = 63.5 kcal/mol
LUMO energy = 0.91 eV
SMILES string = CCC.CO
E = -6387.3693 eV
HOMO-LUMO gap = 11.07 eV
net charge = 0

---

[2]
C4H7NS | ωB97M-V with the def2-TZVPD basis set

Structure (XYZ):
```
13
Properties=species:S:1:pos:R:3:forces:R:3
C -1.78492 -0.93094 0.20977 0.6 -0.2 -0.5
C 1.39825 0.30161 0.21891 0.2 -0.2 0.1
C -3.03977 -1.35062 0.17970 -3.1 1.5 -1.4
C 1.32919 1.72198 -0.24290 3.1 0.5 1.3
N -0.61996 -0.88560 0.05865 1.1 0.1 0.0
S 2.07287 -0.79351 -0.92765 0.4 0.3 -0.3
H -3.82544 -0.92820 -0.55027 1.7 -0.8 1.1
H -3.44703 -1.78890 1.04557 -0.4 -0.7 0.9
H 2.42515 -1.91176 -0.26366 -0.4 0.4 0.4
H 0.42271 2.18556 -0.10691 -2.4 0.8 0.6
H 2.07476 2.39622 0.35927 -1.1 -1.3 -0.9
H 1.57308 1.89390 -1.26911 0.3 -0.4 -0.8
H 1.42111 0.09026 1.28861 0.0 0.0 -0.5
```
Forces are in eV/Å.

Computed properties:
multiplicity = 1
ΔE to the lowest compared entry with this formula, charge and spin = 107.9 kcal/mol
LUMO energy (alpha / beta) = 0.49 / -1.05 eV
E = -16582.2526 eV
HOMO-LUMO gap (alpha / beta) = 8.92 / 5.59 eV
net charge = 0

---

[3]
C42H63ClCsIN8O4SSe | ωB97M-V with the def2-TZVPD basis set

Structure (XYZ):
```
122
Properties=species:S:1:pos:R:3:forces:R:3
Cs -0.70123 0.42804 -0.94362 -0.3 0.0 0.1
C 3.03576 -4.70024 -5.74114 0.0 0.0 0.0
C 3.40070 -3.20968 -5.69626 0.0 0.0 0.0
C 3.10819 -2.60116 -7.06745 0.0 0.0 0.0
C 4.89816 -3.05391 -5.40177 0.0 0.0 0.0
C 2.58855 -2.54261 -4.58919 0.0 0.0 0.0
C 1.65271 -1.55091 -4.83336 0.0 0.0 0.0
C 0.93485 -1.03129 -3.76411 0.1 -0.1 -0.1
N 1.07296 -1.46388 -2.52589 -0.1 0.2 0.1
C 1.97540 -2.40568 -2.26253 -0.1 0.0 -0.1
C 2.75820 -2.95266 -3.26666 0.0 0.0 0.0
C 2.04755 -2.84545 -0.83546 -0.1 0.1 -0.1
C 2.70119 -4.00848 -0.47040 0.0 -0.1 -0.1
C 2.72519 -4.41758 0.85838 0.0 0.0 0.2
C 2.07468 -3.60502 1.77550 0.0 0.0 -0.1
C 1.43744 -2.44940 1.32369 0.1 -0.2 0.0
N 1.41327 -2.06943 0.05095 0.0 0.0 0.2
C 3.43563 -5.71527 1.23671 0.0 0.1 -0.1
C 2.78798 -6.88282 0.48053 0.0 0.0 0.0
C 3.34280 -5.99713 2.73097 0.1 0.0 0.0
C 4.91561 -5.61086 0.84523 0.0 0.0 0.0
H 3.59944 -5.20116 -6.53249 0.0 0.0 0.0
H 1.97034 -4.82883 -5.93812 0.0 0.0 0.0
H 3.26521 -5.19396 -4.79564 0.0 0.0 0.0
H 3.71662 -3.10377 -7.82249 0.0 0.0 0.0
H 3.34905 -1.53685 -7.09195 0.0 0.0 0.0
H 2.06012 -2.72476 -7.34348 0.0 0.0 0.0
H 5.48467 -3.50754 -6.20471 0.0 0.0 0.0
H 5.17851 -3.53878 -4.46598 0.0 0.0 0.0
H 5.16954 -1.99926 -5.32855 0.0 0.0 0.0
H 1.45651 -1.18097 -5.82798 0.0 0.0 0.0
H 0.20676 -0.24299 -3.91414 0.0 0.0 -0.2
H 3.49288 -3.70927 -3.02613 0.0 0.0 0.0
H 3.17281 -4.61702 -1.23049 0.0 0.0 0.0
H 2.02620 -3.83568 2.83062 0.0 0.0 0.0
H 0.92739 -1.82002 2.04711 0.0 0.0 0.0
H 1.73103 -6.96671 0.73920 0.0 0.0 0.0
H 3.28338 -7.82001 0.74691 0.0 0.0 0.0
H 2.86119 -6.75597 -0.60064 0.0 0.0 0.0
H 2.31020 -6.08478 3.06688 0.0 0.0 0.0
H 3.81079 -5.20790 3.32185 0.0 0.0 0.0
H 3.85441 -6.93737 2.95539 0.0 0.0 0.0
H 5.03821 -5.45316 -0.22765 0.0 0.0 0.0
H 5.43930 -6.53140 1.11538 0.0 0.0 0.0
H 5.39213 -4.77793 1.36532 0.0 0.0 0.0
O -0.24171 1.60564 2.99978 -0.1 0.1 0.0
H -0.41807 1.09035 3.80163 -0.1 0.0 -0.1
H 0.29705 0.99045 2.49001 0.2 0.0 0.0
N -2.87295 -0.63736 -2.86844 0.0 -0.1 -0.1
C -2.60443 -0.98863 -3.94936 0.0 0.1 0.2
N -2.26819 -1.21025 -5.18453 0.0 0.2 -0.2
C -2.15921 -2.40797 -5.69694 0.0 -0.2 0.0
N -2.02727 -3.41957 -6.25764 0.0 0.0 0.0
N 0.73000 3.89981 1.43975 0.0 0.0 0.0
C 0.29659 4.12555 0.18362 0.0 0.0 0.0
O -0.88428 4.06542 -0.14599 0.0 -0.1 0.0
C 1.35107 4.54913 -0.80837 0.0 0.0 0.0
I 1.20592 6.67224 -1.10280 0.0 0.0 0.0
H 0.11006 3.38718 2.05750 0.0 0.0 0.0
H 1.69533 3.61806 1.52004 0.0 0.0 0.0
H 1.17173 4.08434 -1.77108 0.0 0.0 0.0
H 2.36163 4.34751 -0.47533 0.0 0.0 0.0
C 0.98034 -7.30980 5.31147 0.0 0.0 0.0
C 0.83472 -5.81648 5.17572 -0.1 0.0 0.1
C 1.84064 -4.95168 5.57719 0.0 0.0 0.0
C 1.72541 -3.56978 5.45037 0.0 0.0 0.1
C 2.87139 -2.70021 5.88057 0.0 0.0 0.0
C 0.55288 -3.00370 4.91403 0.0 0.1 0.0
Se 0.39476 -1.11354 4.71547 0.1 -0.1 0.2
C -0.47819 -3.87742 4.51136 0.0 0.1 0.0
C -1.74876 -3.33798 3.92188 0.0 0.0 0.0
C -0.31815 -5.25191 4.64157 0.0 0.0 0.0
H 1.99565 -7.57581 5.61126 0.0 0.0 0.0
H 0.76542 -7.81871 4.36811 0.0 0.0 0.0
H 0.29466 -7.71295 6.06164 0.0 0.0 0.0
H 2.75919 -5.36252 5.98939 0.0 0.0 0.0
H 3.68726 -3.30797 6.27913 0.0 0.0 0.0
H 2.54901 -1.97997 6.63493 0.0 0.0 0.0
H 3.23820 -2.10096 5.04342 0.0 0.0 0.0
H -1.55423 -2.85070 2.96358 0.0 0.0 0.0
H -2.17386 -2.56638 4.56543 0.0 0.0 0.0
H -2.47758 -4.13667 3.77237 0.0 0.0 0.0
H -1.12391 -5.90410 4.31423 0.0 0.0 0.0
C -5.75628 5.58955 2.83254 0.0 0.0 0.0
C -4.28358 5.78456 3.18656 0.0 0.0 0.0
C -3.55730 4.52311 3.66050 0.0 0.0 0.0
C -3.12070 3.58253 2.54421 0.0 0.0 0.0
N -4.26477 2.95894 1.89847 0.0 0.0 0.0
C -4.54400 2.87387 0.57616 0.0 0.1 0.0
S -6.08368 2.36661 0.09307 0.0 0.0 0.0
N -3.56886 3.22489 -0.26909 0.0 -0.3 0.0
C -3.66376 3.15162 -1.72238 0.0 0.1 0.0
C -4.44833 4.29749 -2.34996 0.0 0.0 0.0
C -3.78496 5.67108 -2.24437 0.0 0.0 0.0
C -3.75646 6.27317 -0.84009 0.0 0.0 0.0
H -6.23347 6.55011 2.62789 0.0 0.0 0.0
H -6.29274 5.12348 3.66372 0.0 0.0 0.0
H -5.89308 4.95756 1.95525 0.0 0.0 0.0
H -4.20723 6.54253 3.97182 0.0 0.0 0.0
H -3.75245 6.18892 2.31876 0.0 0.0 0.0
H -4.18775 3.97677 4.37276 0.0 0.0 0.0
H -2.65633 4.81000 4.20939 0.0 0.0 0.0
H -2.44177 2.81904 2.93114 0.0 0.0 0.0
H -2.55909 4.16106 1.81020 0.0 0.0 0.0
H -5.03327 2.67284 2.48234 0.0 0.0 0.0
H -2.63795 3.40894 0.08251 0.0 0.1 0.0
H -4.08822 2.18944 -2.01397 0.0 0.0 0.0
H -2.63190 3.19832 -2.08009 0.0 -0.1 0.0
H -5.44661 4.32060 -1.90659 0.0 0.0 0.0
H -4.57731 4.05080 -3.40839 0.0 0.0 0.0
H -4.31925 6.35590 -2.91108 0.0 0.0 0.0
H -2.75958 5.60918 -2.62454 0.0 0.0 0.0
H -4.74363 6.21812 -0.37264 0.0 0.0 0.0
H -3.45222 7.32172 -0.87565 0.0 0.0 0.0
H -3.04920 5.74869 -0.19904 0.0 0.0 0.0
Cl 4.79487 2.03125 -0.06867 -0.1 -0.1 -0.1
C 3.73528 0.89700 -0.99340 0.1 -0.1 -0.2
C 2.40723 1.57655 -1.34717 -0.1 0.4 0.3
O 2.16138 1.81131 -2.53963 0.0 -0.2 -0.1
O 1.67706 1.85041 -0.35363 0.2 0.0 0.0
H 3.54800 0.04140 -0.34923 0.0 0.0 0.0
H 4.27673 0.61199 -1.88983 0.0 0.0 0.0
```
Forces are in eV/Å.

Computed properties:
multiplicity = 1
ΔE to the lowest compared entry with this formula, charge and spin = 5.2 kcal/mol
LUMO energy = 3.25 eV
E = -162047.8786 eV
HOMO-LUMO gap = 5.69 eV
net charge = -2

---

[4]
C5H11NOS | ωB97M-V with the def2-TZVPD basis set

Structure (XYZ):
```
19
Properties=species:S:1:pos:R:3:forces:R:3
C -1.02378 0.35645 0.15472 -1.7 0.3 -4.1
C 0.32527 1.06231 0.07904 0.6 -0.7 -0.4
C -1.00953 -1.00482 -0.48661 0.3 1.1 -2.4
C -0.89691 -0.95649 -2.02205 -3.4 -0.2 0.8
C -1.03286 -2.15963 0.08094 -0.5 -3.6 1.8
N 2.56201 1.46654 1.23172 0.9 0.0 -0.3
O 0.66588 1.92082 2.66890 -1.3 0.9 0.6
S 1.03792 0.85816 1.75539 2.0 -0.6 -1.1
H -1.36580 0.31784 1.10165 -0.9 -0.4 3.6
H -1.96706 0.84599 -0.35461 2.2 -0.1 0.5
H 0.24388 2.17473 -0.07464 0.6 -1.2 -0.4
H 1.05959 0.38232 -0.60734 -1.5 2.3 1.5
H -1.94312 -0.62315 -2.43240 2.2 0.2 0.5
H -0.08009 -0.32400 -2.13025 1.0 1.7 -1.4
H -0.70781 -1.87540 -2.56225 0.2 -0.5 0.5
H -1.06392 -3.09837 -0.61523 0.2 1.6 1.8
H -1.09860 -2.23904 1.21539 0.1 -0.3 -1.6
H 2.95976 2.05680 1.94386 -0.6 0.5 0.5
H 3.33518 0.83895 1.05375 -0.4 -0.8 -0.3
```
Forces are in eV/Å.

Computed properties:
multiplicity = 1
ΔE to the lowest compared entry with this formula, charge and spin = 86.7 kcal/mol
LUMO energy = 0.72 eV
E = -19733.3369 eV
HOMO-LUMO gap = 9.67 eV
net charge = 0